Entry 1:
Below is a gas-phase ion, CIN4 (charge +1), with properties calculated with ωB97M-V/def2-TZVPD.

Its net charge is +1. As for the spin multiplicity: 1. The HOMO-LUMO gap comes out at 7.1 eV. Its energy relative to the best compared isomer or geometry (same formula, charge and spin) is 106.7 kJ/mol. As for the strongest force on any atom: 0.07544 hartree/bohr. The calculation puts the calculated total energy at -554.31063 a.u. The LUMO energy comes out at -0.3033 Eh.

Cartesian coordinates (Å):
1 C -0.857 -0.049 0.306
2 N -0.574 0.756 -0.540
3 N 1.376 -0.680 0.253
4 N 0.609 0.971 -1.073
5 N 1.340 0.140 -0.510
6 I -1.894 -1.139 1.564

Atomic partial charges in e from the natural (NBO) method, atoms 1 to 5: C 0.176; N -0.147; N 0.151; N -0.132; N 0.237

Entry 2:
Below is 2 unconnected molecules or ions with the total composition C2H3N3, with properties calculated with ωB97M-V/def2-TZVPD.

As for the spin multiplicity: 1. The HOMO-LUMO gap (spin up / spin down) comes out at 8.4 / 8.4 eV. Its energy relative to the best compared isomer or geometry (same formula, charge and spin) is 608.6 kJ/mol. As for the strongest force on any atom: 0.08871 hartree/bohr. The calculation puts the calculated total energy at -242.04086 a.u. The LUMO energy (spin up / spin down) comes out at -0.0083 / -0.0083 Eh.

Cartesian coordinates (Å):
1 C 0.432 -0.472 0.104
2 C -0.060 0.862 0.239
3 N -0.402 1.714 -0.980
4 N -1.313 1.150 -0.482
5 N 0.767 -1.140 -0.822
6 H -0.327 -1.439 1.753
7 H 0.123 1.548 1.018
8 H 0.779 -2.224 -0.829

Atomic partial charges in e from the natural (NBO) method, atoms 1 to 5: C 0.377; C -0.225; N 0.004; N -0.007; N -0.608

Entry 3:
Below is 2 unconnected molecules or ions with the total composition C16H21Cl3F4NO4S, with properties calculated with ωB97M-V/def2-TZVPD.

Its net charge is +1. As for the spin multiplicity: 1. The HOMO-LUMO gap comes out at 7.2 eV. Its energy relative to the best compared isomer or geometry (same formula, charge and spin) is 844.2 kJ/mol. As for the strongest force on any atom: 0.16153 hartree/bohr. The calculation puts the calculated total energy at -3155.53976 a.u. The LUMO energy comes out at -0.2066 Eh.

Cartesian coordinates (Å):
1 C -3.240 0.242 -0.372
2 C -2.293 -0.203 -1.626
3 C -1.776 -1.744 -1.476
4 O -0.353 -1.875 -1.733
5 C 0.420 -1.885 -0.521
6 C 0.603 -0.444 0.162
7 C 1.163 0.801 -0.644
8 C 1.491 0.566 -2.185
9 C 2.750 1.659 -2.634
10 C 4.278 1.181 -2.132
11 O 3.750 1.125 -3.635
12 N 1.328 2.094 -0.010
13 C 1.027 2.344 1.395
14 S 1.338 4.078 2.046
15 O 2.586 4.105 2.916
16 O 1.628 5.008 0.875
17 C -0.165 4.792 2.909
18 F -0.017 4.817 4.317
19 F -1.344 4.107 2.489
20 F -0.251 6.158 2.502
21 C 0.455 1.203 2.304
22 Cl 0.126 1.636 4.048
23 C 0.225 -0.219 1.680
24 C -0.379 -1.344 2.637
25 C 0.766 -1.782 3.711
26 F -1.570 -0.867 3.333
27 H -3.966 1.028 -0.795
28 H -2.652 0.737 0.478
29 H -3.759 -0.684 0.049
30 H -1.409 0.543 -1.613
31 H -2.895 -0.030 -2.584
32 H -2.359 -2.359 -2.271
33 H -2.086 -2.201 -0.461
34 H 1.490 -2.273 -0.745
35 H -0.046 -2.674 0.175
36 H 1.890 -0.469 -2.443
37 H 0.614 0.921 -2.824
38 H 2.501 2.836 -2.612
39 H 4.978 2.076 -1.971
40 H 4.438 0.128 -1.733
41 H 1.673 2.925 -0.539
42 H -0.696 -2.306 2.113
43 H 1.580 -2.330 3.105
44 H 1.177 -0.889 4.291
45 H 0.372 -2.537 4.477
46 C -2.695 -5.670 -3.021
47 Cl -1.699 -6.267 -1.689
48 Cl -3.457 -4.128 -2.607
49 H -2.066 -5.529 -3.898
50 H -3.472 -6.401 -3.238

Atomic partial charges in e from the natural (NBO) method, atoms 1 to 5: C -0.626; C -0.434; C -0.109; O -0.529; C -0.115

Entry 4:
Below is 23 unconnected molecules or ions with the total composition C20H76Br3F4N4O23S, with properties calculated with ωB97M-V/def2-TZVPD.

Its net charge is +1. As for the spin multiplicity: 1. The HOMO-LUMO gap comes out at 8.2 eV. Its energy relative to the best compared isomer or geometry (same formula, charge and spin) is 1205.1 kJ/mol. As for the strongest force on any atom: 0.18036 hartree/bohr. The calculation puts the calculated total energy at -11276.19035 a.u. The LUMO energy comes out at -0.1366 Eh.

Cartesian coordinates (Å):
1 C 6.327 -2.261 0.484
2 C 6.461 -0.752 -0.220
3 C 5.050 0.076 0.058
4 N 3.988 -0.209 -0.967
5 N 2.957 0.699 -0.989
6 C 3.111 2.014 -1.736
7 C 4.530 2.223 -2.512
8 O 5.495 2.959 -1.918
9 Br 4.990 1.456 -4.339
10 C 1.767 0.434 -0.295
11 N 0.774 1.606 -0.348
12 C 0.913 2.534 0.826
13 C 2.326 2.471 1.644
14 C 2.176 3.575 2.892
15 C -0.631 1.175 -0.640
16 C -1.673 2.481 -0.522
17 C -3.043 2.196 -1.402
18 F -3.615 3.496 -1.838
19 C -1.093 0.134 0.537
20 C -2.353 -0.866 0.077
21 C -3.596 -0.652 1.174
22 C -4.538 -1.993 1.344
23 F -4.146 -2.734 2.597
24 F -4.570 -2.878 0.155
25 F -5.951 -1.528 1.611
26 C 0.118 -0.719 1.233
27 S 0.294 -0.116 3.038
28 N 1.422 -0.748 0.501
29 C 1.685 -2.109 0.007
30 Br 2.689 -3.331 1.305
31 C 1.349 -2.760 -1.281
32 C 1.799 -4.328 -1.649
33 Br 0.320 -1.750 -2.645
34 H 5.696 -3.011 -0.161
35 H 7.441 -2.672 0.523
36 H 5.959 -2.200 1.602
37 H 7.313 -0.204 0.399
38 H 6.712 -0.814 -1.375
39 H 4.651 -0.337 1.104
40 H 5.242 1.239 0.236
41 H 4.351 -0.479 -1.901
42 H 2.262 2.004 -2.576
43 H 2.908 2.969 -1.092
44 H 0.056 2.419 1.651
45 H 0.802 3.642 0.402
46 H 2.562 1.451 2.171
47 H 3.274 2.810 1.048
48 H 3.204 3.683 3.447
49 H 1.729 4.601 2.508
50 H 1.367 3.084 3.622
51 H -0.816 0.780 -1.746
52 H -1.103 3.399 -1.030
53 H -1.876 2.802 0.585
54 H -3.833 1.690 -0.679
55 H -2.821 1.558 -2.368
56 H -1.562 0.807 1.405
57 H -2.077 -2.003 0.138
58 H -2.717 -0.612 -1.013
59 H -3.183 -0.410 2.267
60 H -4.294 0.251 0.895
61 H -0.267 -1.842 1.340
62 H 0.918 -1.154 3.801
63 H 1.297 -5.120 -0.950
64 H 1.676 -4.566 -2.808
65 H 2.972 -4.385 -1.435
66 O 0.566 -6.265 1.029
67 H 1.119 -5.582 1.437
68 H -0.339 -5.960 1.189
69 O -6.041 5.249 -1.268
70 H -6.419 4.481 -1.722
71 H -5.094 5.048 -1.216
72 O -5.139 -5.457 3.680
73 H -4.360 -5.696 4.205
74 H -4.957 -4.551 3.390
75 O -5.883 2.064 -3.416
76 H -5.214 2.569 -2.931
77 H -6.059 1.300 -2.846
78 O -5.441 -2.974 -2.569
79 H -6.305 -2.638 -2.851
80 H -5.409 -2.773 -1.622
81 O -3.641 1.650 2.666
82 H -4.505 1.986 2.384
83 H -3.609 1.851 3.613
84 O -8.308 -0.031 2.371
85 H -8.686 -0.799 1.917
86 H -7.362 -0.232 2.423
87 O -0.429 -5.977 -2.801
88 H -0.639 -6.029 -3.746
89 H -1.290 -5.842 -2.377
90 O -3.841 0.252 -3.664
91 H -3.938 -0.587 -4.139
92 H -4.479 0.840 -4.095
93 O -5.837 1.473 0.037
94 H -6.600 0.878 -0.015
95 H -6.121 2.165 0.652
96 O 5.159 5.426 -0.184
97 H 5.062 4.587 -0.659
98 H 4.521 6.014 -0.615
99 O 9.331 -1.465 0.774
100 H 10.111 -1.042 0.384
101 H 9.700 -2.166 1.333
102 O 3.373 6.278 -2.659
103 H 3.271 5.421 -3.098
104 H 3.598 6.885 -3.380
105 O 5.949 4.259 -6.288
106 H 6.619 4.764 -5.803
107 H 5.774 3.495 -5.718
108 O -2.616 2.827 5.523
109 H -2.252 3.702 5.726
110 H -1.989 2.212 5.933
111 O -2.041 -6.764 -4.842
112 H -2.138 -7.603 -5.317
113 H -2.679 -6.175 -5.273
114 O 0.751 4.929 -1.912
115 H -0.052 5.456 -1.778
116 H 1.443 5.591 -2.056
117 O 4.559 -5.875 3.424
118 H 4.462 -6.714 2.950
119 H 3.921 -5.286 2.994
120 O 9.485 -2.365 3.311
121 H 10.127 -2.220 4.022
122 H 8.630 -2.384 3.767
123 O -8.229 3.062 -1.659
124 H -8.439 3.010 -2.604
125 H -9.090 3.197 -1.235
126 O 6.406 -2.444 4.494
127 H 5.738 -3.036 4.116
128 H 5.887 -1.799 4.999
129 O -10.740 -1.156 1.620
130 H -11.503 -1.751 1.568
131 H -11.025 -0.463 2.236

Atomic partial charges in e from the Löwdin method, atoms 1 to 5: C -0.138; C -0.189; C -0.187; N -0.029; N -0.051

Entry 5:
Below is 5 unconnected molecules or ions with the total composition C2H10NO4, with properties calculated with ωB97M-V/def2-TZVPD.

Its net charge is +1. As for the spin multiplicity: 1. The HOMO-LUMO gap comes out at 5.5 eV. Its energy relative to the best compared isomer or geometry (same formula, charge and spin) is 971.2 kJ/mol. As for the strongest force on any atom: 0.10935 hartree/bohr. The calculation puts the calculated total energy at -437.33648 a.u. The LUMO energy comes out at -0.3143 Eh.

Cartesian coordinates (Å):
1 O 1.255 1.022 -0.636
2 C 1.342 1.668 0.407
3 O 1.954 -1.646 -0.095
4 C 0.133 1.886 1.169
5 N -1.107 1.587 0.627
6 H 1.086 -2.043 -0.333
7 H 2.331 1.947 0.823
8 H 0.099 1.931 2.256
9 H -1.760 2.379 0.676
10 H -0.145 -0.786 0.353
11 H -0.971 1.132 -0.322
12 H -1.235 -1.446 -0.854
13 H -0.991 -3.343 -0.386
14 O -0.582 -2.552 -0.003
15 H 1.851 -0.741 -0.433
16 H -1.787 -0.489 -2.085
17 O -1.472 -0.506 -1.163

Atomic partial charges in e from the natural (NBO) method, atoms 1 to 5: O -0.395; C 0.302; O -0.853; C 0.259; N -0.609